1.
Computed, not measured: a structure of composition C17H20BCl2F2N2S2Tc, with the ωB97M-V functional and the def2-TZVPD basis.

Last column: Löwdin spin population.
Positions of all 47 atoms, in Å:
Tc 0.4723 -0.4732 0.4640  0.806
C -1.2572 2.1388 0.1369  0.002
N 0.1643 1.7148 0.3221  0.016
C 0.9653 2.2043 -0.8334  0.001
C 0.9015 1.1958 -1.9715  0.000
N 1.4359 -0.1038 -1.5030  -0.003
C 2.9158 0.0068 -1.2982  -0.004
C 1.2338 -1.2323 -2.4025  0.012
C 1.2021 -1.1157 -3.7766  -0.001
C 1.0948 -2.2663 -4.5523  0.015
C 1.0504 -3.5135 -3.9526  -0.001
C 1.0900 -3.6277 -2.5684  0.016
C 1.1668 -2.4827 -1.7938  0.028
S 1.1125 -2.5763 -0.0219  0.221
C 0.6120 2.1836 1.6372  0.006
C 1.2335 3.4066 1.8187  0.004
C 1.5874 3.8109 3.0990  -0.003
C 1.3020 3.0027 4.1908  0.004
C 0.6663 1.7821 4.0114  -0.006
C 0.3264 1.3611 2.7329  0.002
S -0.4860 -0.1963 2.4399  -0.108
H -1.3078 3.2292 0.1602  0.000
H -1.8710 1.7218 0.9290  -0.001
H -1.6267 1.7771 -0.8212  0.000
H 1.9922 2.3505 -0.5041  0.000
H 0.5877 3.1704 -1.1762  0.000
H 1.4811 1.5766 -2.8173  0.000
H -0.1237 1.0370 -2.3082  0.000
H 3.3799 0.3541 -2.2246  -0.001
H 3.3099 -0.9725 -1.0430  0.001
H 3.1491 0.6901 -0.4883  0.000
H 1.2550 -0.1474 -4.2568  0.000
H 1.0533 -2.1808 -5.6294  0.001
H 0.9723 -4.4043 -4.5603  0.000
H 1.0334 -4.5978 -2.0928  0.001
H 1.4442 4.0514 0.9754  0.000
H 2.0752 4.7654 3.2413  0.000
H 1.5664 3.3275 5.1883  0.000
H 0.4385 1.1494 4.8593  0.000
Cl 4.5460 2.1601 1.2880  0.000
C 4.3136 1.0545 2.6474  0.000
Cl 3.2148 -0.2916 2.2679  0.001
H 3.8819 1.6102 3.4713  0.000
H 5.2750 0.6266 2.9022  0.000
F -2.5555 -0.7536 0.2733  -0.001
B -1.4024 -0.9870 -0.3469  -0.003
F -1.5312 -1.4954 -1.5703  -0.007

Spin multiplicity: 2
E_LUMO (spin up / spin down), eV: -4.86 / -4.57
Charge: +1
Kohn-Sham gap (spin up / spin down), eV: 6.3484 / 6.8891
Energy relative to the best compared isomer or geometry (same formula, charge and spin), kJ/mol: 0.00

---

2.
Computed, not measured: a cluster of 5 separate species, CH12O5 in total, with the ωB97M-V functional and the def2-TZVPD basis.

Last column: Mulliken charge in e.
Positions of all 18 atoms, in Å:
C -1.5104 0.5212 -1.7693  -0.433
O -1.8911 -0.7991 -1.3081  -0.512
H -1.1031 0.4547 -2.7796  0.206
H -0.7684 0.9433 -1.0962  0.109
H -2.3988 1.1481 -1.7623  0.358
H -2.8441 -0.7999 -1.3021  0.302
H 0.2485 -1.2763 1.4872  0.429
H 0.3590 -1.6402 2.9908  0.298
O 0.2590 -0.8852 2.4098  -0.717
H 1.2947 1.0098 -0.1756  0.319
H 2.7843 0.7774 -0.4466  0.295
O 1.9118 0.7420 -0.8616  -0.654
H -0.2263 -1.7641 -0.2860  0.340
H 1.1627 -1.2689 -0.6506  0.346
O 0.6991 -1.8537 -0.0308  -0.742
H 0.3509 0.8765 1.7022  0.421
H 1.0139 2.0299 2.3641  0.285
O 0.6583 1.7847 1.5149  -0.651

Spin multiplicity: 1
E_LUMO, eV: 0.66
Charge: 0
Kohn-Sham gap, eV: 11.6061
SMILES: CO.O.O.O.O
Energy relative to the best compared isomer or geometry (same formula, charge and spin), kJ/mol: 27.14

---

3.
Computed, not measured: a cluster of 2 separate species, C7H12O in total, with the ωB97M-V functional and the def2-TZVPD basis.

Last column: Mulliken charge in e.
Positions of all 20 atoms, in Å:
C 1.6426 1.1752 -0.3484  -0.170
C 1.7913 1.1003 -1.8367  -1.070
C 0.3734 -0.3474 1.3633  -0.201
C 0.4546 0.5872 0.1561  0.608
C -0.8303 0.4795 -0.4970  -1.387
C -1.0430 -1.7453 3.0390  -0.734
C -0.7693 -0.8589 1.9334  0.011
H 2.1579 1.9120 0.2459  0.348
H 2.7984 1.2300 -2.2117  0.369
H 1.3896 0.0749 -2.0954  0.346
H 1.3325 -0.5972 1.7314  0.454
H -0.9701 0.9582 -1.4636  0.388
H -0.9285 1.0679 0.3563  0.480
H -1.2148 -0.5617 -0.4571  0.255
H -0.1384 -2.0092 3.6893  0.255
H -2.0461 -2.1931 2.9976  0.293
H -1.7635 -0.4997 1.4403  0.237
H -1.3512 -0.9255 -3.3764  0.117
H 1.1019 1.7839 -2.3529  0.306
O -1.2605 -0.3230 -2.6703  -0.905

Spin multiplicity: 1
E_LUMO, eV: -3.12
Charge: 0
Kohn-Sham gap, eV: 3.4825
Energy relative to the best compared isomer or geometry (same formula, charge and spin), kJ/mol: 911.96

---

4.
Computed, not measured: a structure of composition C33H21BrN6O6S2W, with the ωB97M-V functional and the def2-TZVPD basis.

Last column: Mulliken charge in e.
Positions of all 70 atoms, in Å:
W 0.1950 -0.4196 -0.3423  1.222
S -1.9133 -1.7626 0.1733  -0.511
C -0.8595 -3.0692 -0.1854  0.611
C -1.1030 -4.4462 -0.1712  -0.828
C -0.0890 -5.2916 -0.5553  -0.073
C 1.1488 -4.7654 -0.9433  -0.863
C 1.3304 -3.4044 -0.9182  -0.267
N 0.3409 -2.5790 -0.5369  0.103
H -2.0756 -4.8081 0.1300  0.451
H -0.2480 -6.3624 -0.5615  0.391
H 1.9579 -5.4071 -1.2601  0.418
H 2.2632 -2.9354 -1.1951  0.479
Br 5.4993 2.8170 2.4924  -0.162
C 3.9528 2.8118 3.5827  -0.025
C 2.8043 3.4544 3.1454  -0.231
C 1.6671 3.4309 3.9353  -0.197
C 1.6852 2.7663 5.1587  0.055
C 2.8586 2.1806 5.6111  -0.246
C 3.9930 2.1803 4.8142  -0.604
N 0.5609 2.7330 6.0624  -0.385
N -0.5702 2.3888 5.6921  -0.591
C -0.7758 1.9220 4.3472  0.242
C -1.6505 2.6169 3.5552  -0.571
C -1.8078 2.3274 2.1870  -0.468
C -1.0906 1.2932 1.6313  0.281
O -1.1228 0.9547 0.3532  -0.383
C -0.2531 0.5172 2.4708  0.034
N 0.4139 -0.4859 1.8305  -0.057
C 1.1799 -1.2882 2.5347  0.033
C 1.3342 -1.1355 3.9253  -1.271
C 0.7170 -0.1041 4.5722  -0.595
C -0.0982 0.7863 3.8342  0.542
H 2.7959 3.9626 2.1905  0.504
H 0.7679 3.9231 3.5939  0.501
H 2.8720 1.7128 6.5875  0.443
H 4.9026 1.7030 5.1509  0.438
H -2.1891 3.4493 3.9916  0.427
H -2.4833 2.9035 1.5693  0.565
H 1.7065 -2.0594 1.9897  0.645
H 1.9586 -1.8367 4.4603  0.413
H 0.8362 0.0288 5.6395  0.641
O 4.3179 -0.2753 -0.2003  -0.719
C 3.1424 -0.0085 -0.2456  -0.018
O 2.1662 -0.8660 -0.0704  -0.559
C 2.6451 1.3795 -0.5094  0.678
C 3.4905 2.4562 -0.6734  -0.734
C 2.9303 3.7003 -0.9144  -0.520
C 1.5497 3.8079 -0.9838  -1.251
C 0.7658 2.6802 -0.8068  -0.171
N 1.3112 1.4820 -0.5639  0.328
H 4.5558 2.2898 -0.6067  0.704
H 3.5596 4.5701 -1.0509  0.459
H 1.0681 4.7552 -1.1817  0.520
H -0.3128 2.7142 -0.8650  0.610
O -2.0792 2.4627 -2.4456  -0.648
S -2.1122 1.0974 -2.8869  0.915
O -3.3499 0.3882 -2.8613  -0.667
N -0.9123 0.2364 -2.1468  0.129
C 0.0688 -0.0814 -2.9674  1.152
O 1.0566 -0.6351 -2.4140  -0.739
C -0.1349 0.3014 -4.3766  -0.280
C 0.6661 0.0883 -5.4822  -0.360
C 0.2157 0.5643 -6.7080  -0.660
C -1.0000 1.2327 -6.8139  -0.497
C -1.8030 1.4482 -5.6974  -0.729
C -1.3429 0.9709 -4.4905  0.096
H 1.6084 -0.4343 -5.3871  0.563
H 0.8168 0.4121 -7.5944  0.409
H -1.3276 1.5907 -7.7808  0.403
H -2.7489 1.9669 -5.7746  0.470

Spin multiplicity: 1
E_LUMO, eV: -0.51
Charge: 0
Kohn-Sham gap, eV: 6.5310
Energy relative to the best compared isomer or geometry (same formula, charge and spin), kJ/mol: 0.00

---

5.
Computed, not measured: a structure of composition C25H47ClErP2, with the ωB97M-V functional and the def2-TZVPD basis.

Last column: Löwdin spin population.
Positions of all 76 atoms, in Å:
Er 0.1896 -1.0393 -0.8218  3.038
C 2.2134 0.1644 -1.6964  -0.003
C 1.5932 -0.4250 -2.8559  -0.006
C 0.2133 1.2586 -2.0838  -0.005
C 1.3571 1.2111 -1.2150  -0.005
C 0.3373 0.2344 -3.0694  -0.005
C 3.5918 -0.0860 -1.2018  0.000
H 3.9057 -1.1320 -1.3242  0.000
H 3.6702 0.1780 -0.1364  0.000
H 4.3060 0.5448 -1.7544  0.000
C 1.7815 2.2883 -0.2857  0.000
H 2.2569 1.9235 0.6370  0.000
H 0.9442 2.9271 -0.0017  0.000
H 2.5146 2.9199 -0.8121  0.000
C -0.8746 2.2657 -2.0767  0.000
H -0.7682 3.0094 -2.8896  0.000
H -0.9290 2.8236 -1.1289  0.000
H -1.8543 1.7870 -2.2242  0.000
C -0.7568 -0.1292 -4.0146  0.000
H -0.3976 -0.5577 -4.9616  0.000
H -1.3631 0.7539 -4.2455  0.000
H -1.4388 -0.8658 -3.5371  0.000
C 2.2139 -1.4611 -3.7263  -0.001
H 2.8578 -1.0160 -4.5070  0.000
H 1.4471 -2.0460 -4.2440  0.000
H 2.8423 -2.1507 -3.1481  0.000
C 0.6075 -2.3502 1.0983  -0.003
C 1.6562 -2.5495 0.2283  -0.001
C 1.8182 -3.8607 -0.5043  0.000
C 0.9695 -4.0668 -1.7928  0.000
C -0.1195 -3.0503 -2.0853  0.000
C -1.1637 -2.8648 -1.2149  -0.001
C -1.3362 -3.7349 0.0220  0.000
C -0.4800 -3.3781 1.2782  0.000
H 1.6106 -4.7262 0.1502  0.000
H 0.5370 -5.0792 -1.7181  0.000
H 2.8883 -3.9704 -0.7755  0.000
H -0.0597 -4.3215 1.6593  0.000
H 0.6650 -1.5748 1.8809  0.000
H 2.5342 -1.8905 0.2418  0.001
H -1.1544 -3.0374 2.0694  0.000
H -2.3985 -3.6784 0.3047  0.000
H -1.9963 -2.1751 -1.4583  0.000
H -1.1482 -4.7985 -0.2202  0.000
H 1.6610 -4.1041 -2.6508  0.000
H -0.2448 -2.7583 -3.1379  0.000
P 2.6525 -0.2831 3.3833  0.000
C 3.3985 1.3902 3.4082  0.000
H 3.8935 1.5805 4.3743  0.000
H 2.6264 2.1511 3.2135  0.000
H 4.1441 1.4343 2.5997  0.000
C 1.4642 -0.1377 4.7695  0.000
H 1.9929 -0.0101 5.7243  0.000
H 0.8622 -1.0573 4.8033  0.000
H 0.7865 0.7090 4.5844  0.000
C 4.0194 -1.2412 4.1149  0.000
H 3.7508 -2.3025 4.0661  0.000
H 4.2005 -0.9399 5.1523  0.000
H 4.9156 -1.0747 3.5040  0.000
P -4.5295 -0.6279 -0.4131  0.000
C -5.5042 -0.8543 -1.9361  0.000
H -6.3113 -1.5757 -1.7774  0.000
H -4.8231 -1.2652 -2.6908  0.000
H -5.9036 0.0942 -2.3151  0.000
C -5.2809 -1.8378 0.7231  0.000
H -5.3084 -2.8342 0.2737  0.000
H -6.2854 -1.5290 1.0216  0.000
H -4.6510 -1.9017 1.6159  0.000
C -5.1700 0.9512 0.2449  0.000
H -6.0196 0.7959 0.9186  0.000
H -5.4542 1.6052 -0.5864  0.000
H -4.3541 1.4309 0.7988  0.000
Cl -0.6254 0.9048 1.6352  -0.002
C -1.5748 0.0126 0.4537  -0.007
H -2.3030 -0.5765 1.0340  0.000
H -2.1359 0.7560 -0.1333  0.000

Spin multiplicity: 4
E_LUMO (spin up / spin down), eV: -4.20 / -4.11
Charge: +1
Kohn-Sham gap (spin up / spin down), eV: 6.2373 / 6.3170

---

6.
Computed, not measured: a structure of composition C3H5O4Sn, with the ωB97M-V functional and the def2-TZVPD basis.

Last column: Löwdin spin population.
Positions of all 13 atoms, in Å:
O 1.2162 -0.2925 1.8170  0.001
C 0.8323 0.4982 0.9722  0.010
C -0.9727 -0.7739 -0.8051  0.022
O -1.2893 0.0853 0.2463  0.143
O 1.0657 0.3920 -0.3513  0.014
C 0.5477 -0.8028 -0.9415  0.002
H -1.4171 -0.4790 -1.7733  0.009
H -1.3110 -1.8049 -0.5946  0.000
H 0.8675 -0.8178 -1.9907  0.000
H 0.9594 -1.6572 -0.3875  0.000
O 0.6635 1.8317 1.2491  0.049
H 0.5398 1.9399 2.1997  0.013
Sn -1.7019 1.8809 0.3597  0.736

Spin multiplicity: 2
E_LUMO (spin up / spin down), eV: 0.02 / -0.18
Charge: 0
Kohn-Sham gap (spin up / spin down), eV: 6.1710 / 9.9011
Energy relative to the best compared isomer or geometry (same formula, charge and spin), kJ/mol: 25.90

---

7.
Computed, not measured: an isolated molecule of C2H2N4O2, with the ωB97M-V functional and the def2-TZVPD basis.

Last column: Mulliken charge in e.
Positions of all 10 atoms, in Å:
C 1.4002 -0.0795 0.7203  -0.015
C -0.6962 -1.0376 -0.5794  0.645
H 1.8415 -0.9803 0.6528  0.453
H -0.3584 2.0458 0.3777  0.343
N -0.0124 -0.1876 0.1940  0.195
N -0.5784 0.9991 -0.0884  0.028
N -1.7821 0.8193 -0.6863  -0.349
N -1.7849 -0.4052 -1.1134  -0.294
O 1.8232 0.7598 1.3864  -0.361
O 0.1475 -1.9338 -0.8637  -0.644

Spin multiplicity: 1
E_LUMO, eV: -0.86
Charge: 0
Kohn-Sham gap, eV: 8.6245
SMILES: O=Cn1[nH]nnc1=O
Energy relative to the best compared isomer or geometry (same formula, charge and spin), kJ/mol: 550.53

---

So what do the calculations give for E? Going down the list: -75956.73118, -11469.20395, -9491.36676, -149329.21023, -85400.47730, -17211.59883, -12157.04141 eV.
So what do the calculations give for max |F|? Going down the list: 0.25, 1.19, 6.05, 0.17, 6.90, 4.69, 6.70 eV/A.